No. 1
Density functional theory data (ωB97M-V with the def2-TZVPD basis set) for a structure of composition C29H27F2MnN4O9P2S2Sb.

Geometry as XYZ:
```
77
Properties=species:S:1:pos:R:3:lowdin_charge:R:1
Mn 11.25361 -13.83437 -4.14023 0.7073
O 14.80617 -14.40954 -6.76136 -0.1240
P 14.09031 -14.65099 -5.36855 0.2887
O 14.63950 -15.90773 -4.66987 -0.4082
O 12.58805 -14.66019 -5.52864 -0.3706
O 14.58156 -13.33930 -4.53183 -0.2497
P 14.10921 -12.86003 -3.02209 0.2782
O 14.58523 -14.17811 -2.12415 -0.2332
O 14.79040 -11.63120 -2.58715 -0.2661
O 12.59099 -12.89780 -3.03159 -0.3937
H 14.25240 -13.65983 -7.18452 0.0461
H 15.30265 -13.92183 -1.54375 0.0658
N 8.03723 -15.97636 -9.39704 0.0780
C 8.93501 -15.01350 -8.95394 -0.3064
C 8.54154 -13.64319 -8.80770 -0.0362
C 9.46431 -12.72233 -8.34754 -0.0809
C 10.77863 -13.12999 -8.11743 -0.2873
C 11.21290 -14.43375 -8.34531 -0.0608
C 10.29035 -15.37694 -8.75607 -0.0377
S 11.84037 -11.94250 -7.32035 0.6825
O 13.21750 -12.41916 -7.40606 -0.3328
O 11.57335 -10.61889 -7.85306 -0.3024
N 11.37908 -12.18720 -5.76528 -0.1012
C 10.41334 -11.46352 -5.20604 -0.4480
N 9.84933 -10.31949 -5.68168 0.1289
C 8.96242 -9.69912 -4.91357 -0.1329
C 8.54194 -10.19654 -3.67232 -0.0738
C 9.11143 -11.40617 -3.26174 -0.1071
N 10.01971 -12.03157 -4.00886 0.0304
H 7.03419 -15.77352 -9.38482 0.0936
H 8.28145 -16.95532 -9.28062 0.0886
H 7.51295 -13.34060 -9.03992 0.1068
H 9.19933 -11.66193 -8.19522 0.1179
H 12.26780 -14.69720 -8.19261 0.1129
H 10.60242 -16.41358 -8.91366 0.1123
H 8.57953 -8.76467 -5.32668 0.1056
H 7.77882 -9.68686 -3.07478 0.0900
H 8.86323 -11.88663 -2.31003 0.1196
S 11.65876 -15.87497 -2.63828 0.2542
Sb 13.85879 -16.73382 -2.71178 1.3742
C 13.61141 -18.46348 -3.94349 -0.3232
C 14.32211 -19.62758 -3.67644 -0.1274
C 14.21711 -20.71444 -4.53359 -0.1041
C 13.43320 -20.66149 -5.68732 -0.1013
C 12.70277 -19.50657 -5.92928 -0.0885
C 12.80453 -18.40550 -5.07375 -0.1110
C 16.03999 -16.70684 -2.48262 -0.3010
C 16.61645 -16.27530 -1.28895 -0.1435
C 18.00737 -16.28209 -1.15562 -0.0864
C 18.80330 -16.77923 -2.19128 -0.1040
C 18.20755 -17.26153 -3.34603 -0.0868
C 16.82378 -17.20677 -3.50820 -0.1121
C 13.65513 -17.63486 -0.68677 -0.3106
C 14.64491 -18.51364 -0.24944 -0.1538
C 14.56649 -19.08231 1.00831 -0.1042
C 13.48065 -18.82191 1.84409 -0.1052
C 12.49330 -17.94249 1.40049 -0.1038
C 12.56618 -17.36623 0.13799 -0.1521
H 15.00928 -19.69461 -2.81371 0.0942
H 14.76122 -21.62260 -4.26848 0.0975
H 13.35703 -21.52173 -6.36101 0.0990
H 12.03823 -19.42301 -6.79502 0.1019
H 12.23789 -17.49096 -5.28287 0.0851
H 15.97387 -15.98088 -0.45332 0.1072
H 18.47948 -15.91216 -0.23078 0.1048
H 19.88568 -16.83494 -2.07838 0.0970
H 18.82322 -17.68939 -4.15665 0.1084
H 16.34947 -17.54030 -4.43736 0.1053
H 15.48006 -18.75646 -0.90833 0.0858
H 15.35378 -19.76927 1.33854 0.1007
H 13.40214 -19.30488 2.83001 0.0999
H 11.64741 -17.70781 2.06049 0.1005
H 11.78009 -16.69113 -0.23476 0.0273
F 9.95017 -15.91720 -5.61419 -0.0238
C 9.55765 -14.86827 -4.84396 -0.3841
F 8.77347 -14.02863 -5.60138 -0.0221
H 8.86549 -15.29414 -4.08902 0.1059
```

Properties
HOMO level (alpha / beta): -5.6 / -5.6 eV
HOMO-LUMO gap (alpha / beta): 0.26642 / 0.28692 Ha
2S+1: 5
Relative energy (zero: lowest compared OMol25 entry of this formula, charge and spin): 0.0 kcal per mole
M: 916.33 g/mol
Charge: -1
Expectation value of S²: 6.23
E_LUMO (alpha / beta): 1.63 / 2.18 eV

No. 2
Density functional theory data (ωB97M-V with the def2-TZVPD basis set) for the ion C29H27N2O4 with charge -1.

Geometry as XYZ:
```
62
Properties=species:S:1:pos:R:3:lowdin_charge:R:1
O 4.10250 2.36990 1.44389 -0.0644
C 4.36495 1.16143 1.60728 -0.7046
O 4.71792 0.48206 2.59351 -0.0377
C 4.20340 0.29406 0.32306 -0.1979
C 5.20256 -0.88908 0.23835 -0.0691
C 4.36064 -2.07366 0.54549 -0.1550
C 3.01828 -1.66837 0.69082 -0.1445
C 2.05648 -2.58315 1.12144 -0.0136
C 2.42616 -3.91706 1.31952 -0.0997
C 3.75764 -4.31796 1.13841 -0.1213
C 4.74424 -3.38646 0.79417 -0.0425
N 2.91976 -0.30274 0.54017 -0.0184
C 1.79453 0.47514 0.60699 -0.0350
C 0.51900 0.02872 0.49931 -0.0975
C -0.66518 0.84157 0.83738 -0.1719
C -1.81945 0.01671 1.43895 -0.1812
C -2.41068 0.26263 2.68622 -0.0419
C -3.58520 -0.39787 3.07681 -0.0868
C -4.11994 -1.40530 2.25291 -0.0996
C -3.43465 -1.76880 1.07814 -0.0681
C -2.25433 -1.09053 0.73222 -0.0371
H 4.21458 0.95781 -0.54766 0.1386
H 5.63238 -0.88682 -0.77334 0.1121
H 6.03427 -0.78050 0.95024 0.1233
H 1.05600 -2.23238 1.31286 0.0817
H 1.67303 -4.63867 1.63441 0.0927
H 4.02981 -5.35947 1.29103 0.0841
H 5.79670 -3.67649 0.72888 0.1082
H 2.00724 1.54207 0.66190 0.1333
H 0.34671 -0.95325 0.05351 0.0915
H -0.39362 1.68973 1.52607 0.1480
H -2.03343 1.04482 3.33145 0.1084
H -4.11620 -0.13019 4.00407 0.1012
H -5.05341 -1.90985 2.52019 0.0933
H -3.83438 -2.55044 0.42851 0.0991
H -1.76002 -1.36221 -0.18146 0.1053
C -2.57856 4.92867 2.77339 -0.0716
C -3.08859 3.90102 1.82294 -0.2248
O -2.00613 3.59789 0.91818 -0.0184
C -2.32371 2.56740 0.10691 -0.4780
C -1.03046 1.90150 -0.43514 -0.1545
N -1.32554 1.32731 -1.71902 0.0972
C -0.43292 0.84734 -2.47814 -0.1281
C -0.78727 0.01897 -3.62551 -0.1980
C 0.17976 -0.83037 -4.19447 -0.0505
C -0.15263 -1.70533 -5.21255 -0.0914
C -1.47101 -1.69164 -5.71276 -0.0978
C -2.45441 -0.82828 -5.18828 -0.0870
C -2.11477 0.01459 -4.12617 -0.0267
O -3.46159 2.23766 -0.09377 0.1138
H -3.29858 5.07444 3.56100 0.0703
H -1.64075 4.66200 3.24694 0.0831
H -2.46241 5.89171 2.30100 0.0734
H -3.34157 2.96663 2.33420 0.1148
H -3.90515 4.25567 1.19255 0.1253
H -0.17500 2.66182 -0.50158 0.1702
H 0.65476 0.99610 -2.31091 0.1317
H 1.18128 -0.79818 -3.77459 0.1101
H 0.60325 -2.39562 -5.61098 0.1040
H -1.73316 -2.34417 -6.53264 0.0869
H -3.48477 -0.81347 -5.58652 0.1036
H -2.84833 0.67095 -3.65980 0.1095
```

Properties
HOMO level: -3.9 eV
HOMO-LUMO gap: 0.23079 Ha
M: 467.54 g/mol
Charge: -1
SMILES string: CCOC(=O)[C@H](/N=C/c1ccccc1)[C@H](/C=C/N1c2ccccc2C[C@@H]1C(=O)[O-])c1ccccc1
E_LUMO: 2.37 eV

No. 3
Density functional theory data (ωB97M-V with the def2-TZVPD basis set) for a cluster of 2 separate species, C29H27N4O2 in total.

Geometry as XYZ:
```
62
Properties=species:S:1:pos:R:3:lowdin_charge:R:1
C -0.59937 -1.34830 -2.72118 -0.0683
C -1.40707 -0.35616 -1.91226 -0.1922
N -1.41412 0.91020 -2.60362 -0.0342
C -2.52942 1.75238 -2.52972 -0.1578
C -3.88098 1.41208 -2.42192 -0.0185
C -4.80678 2.44558 -2.64762 -0.0751
C -4.35920 3.77008 -2.88327 -0.0793
C -2.99041 4.12219 -2.91423 -0.0064
C -2.09013 3.08762 -2.71498 -0.1240
C -0.65103 3.04654 -2.80488 -0.1163
C -0.24607 1.68807 -2.73560 -0.1500
C 1.08125 1.33801 -2.94614 -0.0346
C 2.01631 2.36735 -3.17587 -0.0782
C 1.61850 3.71775 -3.27082 -0.0753
C 0.26731 4.03865 -3.10115 -0.0169
H -1.19465 -2.25151 -2.85631 0.0787
H -0.34226 -0.95323 -3.71709 0.0949
H 0.35344 -1.51630 -2.21239 0.0405
H -2.48585 -0.63939 -1.79865 0.1199
H -4.15172 0.37331 -2.22994 0.0979
H -5.88764 2.19277 -2.64480 0.1131
H -5.11049 4.53629 -3.02629 0.0957
H -2.60475 5.13985 -3.07544 0.1195
H 1.36706 0.29133 -3.02795 0.0846
H 3.06592 2.11233 -3.32074 0.1008
H 2.37033 4.49737 -3.45784 0.1092
H -0.12234 5.04766 -3.20906 0.1140
C 0.23661 1.11112 2.27114 0.0458
N -0.19287 -0.29211 2.29386 0.0290
C 0.41711 -1.31034 1.66416 -0.1807
H -0.96960 -0.16282 -0.94681 0.0981
C 1.77163 -1.29464 1.15444 -0.1271
C 2.60696 -1.67045 2.23780 0.0006
C 3.96619 -1.71877 2.10373 0.0429
C 4.47305 -1.40510 0.83278 -0.1273
N 5.88516 -1.46918 0.67614 -0.3090
O 6.36714 -1.21887 -0.45050 0.0826
O 6.60191 -1.77021 1.65901 0.0804
C 3.67072 -1.03510 -0.26108 0.0480
C 2.29689 -0.95652 -0.12049 0.0380
N -0.31139 -2.42584 1.83603 0.0234
C -0.04864 -3.72768 1.21036 0.0455
C -1.16877 -2.21595 2.92976 -0.1262
C -1.08736 -0.84169 3.23168 -0.1227
C -1.36900 -0.35225 4.49859 0.0135
C -1.74164 -1.30190 5.46951 -0.0471
C -1.82711 -2.66789 5.16963 -0.0482
C -1.54878 -3.15210 3.87979 0.0093
H -0.26924 1.64383 3.07749 0.0910
H 1.32136 1.24397 2.38012 0.1118
H -0.05022 1.57851 1.32149 0.1059
H 2.15405 -1.91031 3.19974 0.1421
H 4.59655 -1.99638 2.95224 0.1403
H 4.16969 -0.82367 -1.20588 0.1343
H 1.66325 -0.65068 -0.94221 0.0792
H -0.63879 -4.49307 1.72663 0.0939
H -0.36441 -3.68835 0.15853 0.1058
H 1.01633 -4.00587 1.21523 0.1105
H -1.24487 0.71182 4.70399 0.1164
H -1.97396 -0.96235 6.48371 0.1204
H -2.12332 -3.38404 5.94804 0.1227
H -1.55055 -4.20762 3.60112 0.1155
```

Properties
HOMO level: -10.0 eV
HOMO-LUMO gap: 0.21832 Ha
M: 463.56 g/mol
Charge: +1
E_LUMO: -4.06 eV